14
Properties=species:S:1:pos:R:3:lowdin_charge:R:1 method="wB97M-V/def2-TZVPD" spin_multiplicity=1 lumo_ev=-3.219 e_homo_ha=-0.480 de_lowest_kcal_mol=125.10 charge=+1 gap_ha=0.362
C -1.802 0.294 -0.913 -0.0769
C -0.539 0.377 -0.154 -0.1606
C 3.241 -0.752 0.011 -0.0286
N -1.650 1.347 0.100 0.0822
O -0.403 -0.586 0.975 0.1154
O 2.189 -1.074 0.511 -0.0246
H -1.786 0.624 -1.943 0.1238
H -2.588 -0.423 -0.694 0.1279
H 3.342 0.143 -0.610 0.1011
H 4.147 -1.350 0.176 0.1031
H -1.463 2.296 -0.218 0.1700
H -2.249 1.315 0.922 0.1747
H -1.012 -1.354 0.946 0.1804
H 0.572 -0.856 0.890 0.1122

60
Properties=species:S:1:pos:R:3:lowdin_charge:R:1 method="wB97M-V/def2-TZVPD" spin_multiplicity=1 lumo_ev=0.164 e_homo_ha=-0.343 de_lowest_kcal_mol=168.36 charge=0 gap_ha=0.349
C 2.557 -1.525 -0.925 -0.2089
C 2.936 -2.208 0.428 -0.1138
C 1.050 -1.714 -0.960 -0.2385
N 0.347 -0.420 -0.790 -0.0178
C -1.560 0.753 -1.963 -0.0278
C -1.059 -0.491 -1.088 -0.3272
C -2.121 -0.432 0.071 -0.1092
O -1.777 -0.165 1.230 -0.0248
H 3.023 -0.423 -0.991 0.1449
H 2.912 -2.124 -1.802 0.1041
H 2.770 -1.560 1.254 0.0479
H 3.870 -2.847 0.355 0.0912
H 2.230 -2.960 0.779 0.0388
H 0.848 -2.021 -2.037 0.0848
H 0.627 -2.540 -0.267 0.1315
H 0.381 -0.082 0.198 0.0933
H -1.986 0.337 -2.924 0.0872
H -0.771 1.453 -2.226 0.0522
H -2.351 1.390 -1.440 0.0789
H -1.186 -1.378 -1.775 0.1097
H -3.162 -0.699 -0.081 0.1411
H 1.405 2.305 1.552 -0.0018
H 1.703 0.892 2.098 0.0381
O 2.036 1.590 1.418 -0.0997
H 1.071 5.114 -0.447 0.0231
H -0.269 4.741 -0.714 -0.0449
O 0.320 4.739 -0.097 0.0807
H -0.495 2.487 3.519 -0.0694
H -0.280 1.633 4.626 0.1121
O -0.886 1.775 3.855 -0.0104
H 0.116 -2.833 2.822 0.0177
H 0.706 -4.158 3.090 0.0690
O 0.016 -3.741 2.537 -0.0504
H 1.372 2.272 -0.861 -0.0277
H 2.588 1.814 -1.613 0.0812
O 1.807 2.482 -1.681 -0.0994
H -1.358 -2.864 -3.705 -0.0216
H -2.291 -3.180 -2.717 -0.0271
O -1.449 -3.075 -2.861 0.0738
H 0.324 4.604 2.459 -0.0219
H -0.751 3.719 1.751 -0.0341
O -0.317 4.019 2.503 0.0379
H -1.670 2.179 1.153 -0.0772
H -3.182 2.586 1.265 0.1271
O -2.224 2.829 0.941 -0.0324
H 0.019 0.190 3.403 0.0625
H -0.111 -0.081 1.984 -0.0454
O 0.516 -0.253 2.651 -0.0705
H 1.264 -1.481 -4.344 -0.0430
H 1.120 -2.811 -3.688 0.0038
O 0.906 -2.340 -4.479 -0.0349
H -1.304 -3.519 1.018 -0.0201
H -1.581 -3.903 -0.573 0.0509
O -1.942 -3.819 0.363 -0.0801
H 1.326 0.206 -3.164 0.0040
H 1.422 1.106 -4.453 0.1322
O 1.732 0.201 -4.040 -0.0888
H -3.033 1.862 3.796 0.0742
H -2.689 0.991 2.558 0.0144
O -3.514 1.375 3.030 -0.1391

190
Properties=species:S:1:pos:R:3:lowdin_charge:R:1 method="wB97M-V/def2-TZVPD" spin_multiplicity=2 lumo_ev="-2.548 / -8.689" e_homo_ha="-0.381 / -0.380" charge=+1 gap_ha="0.287 / 0.061"
C -4.454 -6.016 3.364 -0.0699
O -3.215 -5.303 3.335 -0.1848
C -2.227 -6.032 2.603 -0.1898
C -0.941 -5.245 2.569 -0.0873
O -0.326 -5.271 3.893 0.0542
C 0.726 -4.305 4.171 -0.1069
C 2.037 -4.828 3.716 -0.0902
O 2.223 -4.939 2.261 -0.0801
C 2.050 -3.752 1.496 -0.0539
H -4.369 -7.006 3.813 0.0962
H -4.772 -6.131 2.327 0.0888
H -5.201 -5.432 3.901 0.0890
H -2.645 -6.258 1.622 0.1302
H -2.024 -6.970 3.119 0.1358
H -1.283 -4.260 2.252 0.1380
H -0.199 -5.561 1.835 0.1522
H 0.792 -4.234 5.257 0.1586
H 0.517 -3.294 3.822 0.1405
H 2.148 -5.789 4.217 0.1507
H 2.754 -4.132 4.150 0.1534
H 2.772 -3.019 1.855 0.0838
H 1.057 -3.314 1.591 0.0888
H 2.382 -3.925 0.472 0.1010
C -5.655 -2.450 6.008 -0.1044
O -4.945 -1.569 5.158 -0.1749
C -5.056 -1.946 3.817 -0.2147
C -4.773 -0.798 2.781 -0.1426
O -5.767 0.216 2.592 -0.1174
C -6.089 0.989 3.716 -0.1888
C -7.080 2.106 3.447 -0.2137
O -8.302 1.639 2.960 -0.1386
C -9.064 2.694 2.461 -0.1151
H -6.716 -2.286 5.823 0.0890
H -5.576 -2.092 7.034 0.0910
H -5.451 -3.517 5.912 0.0798
H -6.037 -2.360 3.585 0.1238
H -4.422 -2.793 3.555 0.1009
H -4.536 -1.284 1.835 0.1105
H -3.872 -0.298 3.137 0.1115
H -5.145 1.407 4.064 0.1321
H -6.544 0.360 4.481 0.1232
H -6.588 2.869 2.845 0.1136
H -7.200 2.619 4.401 0.1305
H -9.330 3.346 3.293 0.0850
H -10.036 2.350 2.107 0.0933
H -8.589 3.400 1.779 0.0791
C 1.022 6.528 -4.286 -0.0456
C 1.895 5.872 -3.234 -0.2423
O 1.152 5.525 -2.087 0.0226
C 1.746 5.512 -0.851 -0.3041
O 2.813 6.058 -0.620 0.1417
C 0.937 4.811 0.257 -0.5286
F 1.680 3.842 0.859 0.1453
F 0.440 5.708 1.081 0.2214
F -0.037 4.153 -0.368 0.1561
H 0.045 6.050 -4.228 0.0725
H 1.415 6.565 -5.302 0.0943
H 0.868 7.545 -3.924 0.0828
H 2.597 6.697 -3.110 0.1166
H 2.542 5.059 -3.563 0.1206
C 5.396 -3.006 -0.858 -0.0006
C 5.708 -2.231 0.429 -0.3180
C 6.873 -1.242 0.304 -0.0968
O 6.305 -0.075 0.805 0.0565
C 4.937 -0.195 0.932 -0.4429
O 4.132 0.675 1.316 0.1198
O 4.574 -1.420 0.537 0.0506
H 4.470 -3.566 -0.725 0.0754
H 6.250 -3.665 -1.009 0.0974
H 5.279 -2.267 -1.651 0.0916
H 5.846 -2.948 1.239 0.1572
H 7.199 -1.182 -0.734 0.1312
H 7.687 -1.531 0.970 0.1447
C -0.774 -2.806 -4.062 -0.0125
C -1.568 -2.611 -5.363 -0.2738
C -2.010 -3.920 -6.117 -0.1138
O -3.284 -3.630 -6.487 0.0720
C -3.789 -2.560 -5.827 -0.4780
O -4.933 -2.063 -5.914 0.1185
O -2.827 -2.039 -5.037 0.0651
H 0.242 -3.048 -4.373 0.0717
H -1.126 -3.593 -3.396 0.0612
H -0.683 -1.922 -3.430 0.0674
H -0.952 -2.045 -6.062 0.1405
H -2.110 -4.804 -5.487 0.1364
H -1.310 -4.036 -6.945 0.1303
C 4.665 4.722 2.079 -0.0006
C 3.942 3.641 2.882 -0.2558
C 4.898 2.950 3.896 -0.0877
O 4.341 3.251 5.128 0.0794
C 3.325 4.046 5.035 -0.6224
O 2.676 4.512 5.944 0.1397
O 3.087 4.377 3.781 0.0982
H 3.992 5.384 1.535 0.0731
H 5.395 4.258 1.415 0.0736
H 5.267 5.380 2.706 0.0965
H 3.338 2.947 2.298 0.1182
H 5.929 3.303 3.915 0.1390
H 4.900 1.872 3.736 0.1188
C -3.144 2.561 0.355 -0.0174
C -4.153 3.438 -0.322 -0.3798
C -5.415 2.707 -0.754 -0.1257
O -6.436 3.479 -0.278 0.0856
C -5.923 4.431 0.561 -0.4867
O -6.529 5.192 1.248 0.1594
O -4.525 4.386 0.580 0.0921
H -2.178 3.018 0.571 0.0698
H -2.983 1.560 -0.044 0.0754
H -3.479 2.332 1.367 0.0923
H -3.610 3.880 -1.158 0.1462
H -5.405 1.685 -0.373 0.1223
H -5.534 2.631 -1.835 0.1405
C 1.136 1.597 6.844 0.0130
C 2.259 0.779 6.149 -0.3321
C 2.466 -0.611 6.698 -0.0432
O 2.402 -1.375 5.479 0.0704
C 2.195 -0.646 4.408 -0.5304
O 2.051 -1.034 3.272 0.1327
O 1.972 0.642 4.794 0.0980
H 0.210 1.031 6.742 0.0881
H 0.966 2.567 6.375 0.0808
H 1.308 1.693 7.916 0.0955
H 3.182 1.358 6.119 0.1404
H 1.673 -0.910 7.384 0.1380
H 3.435 -0.728 7.181 0.1415
C 1.842 -0.899 -1.274 0.0094
C 1.406 -0.553 0.186 -0.3009
C 1.177 0.966 0.398 -0.0645
O -0.157 0.956 0.875 0.1012
C -0.654 -0.259 0.960 -0.5271
O -1.744 -0.540 1.498 0.0959
O 0.172 -1.161 0.424 0.0644
H 1.276 -0.314 -2.000 0.0728
H 1.729 -1.958 -1.509 0.0796
H 2.882 -0.607 -1.416 0.0670
H 2.081 -0.926 0.957 0.0953
H 1.242 1.581 -0.501 0.1196
H 1.939 1.349 1.077 0.1021
C -2.363 1.083 -3.329 0.0171
C -1.513 2.301 -3.698 -0.3310
C -0.109 1.992 -4.194 -0.0654
O 0.087 3.027 -5.164 0.0695
C -1.103 3.495 -5.517 -0.6021
O -1.347 4.255 -6.418 0.1489
O -2.056 3.000 -4.753 0.1091
H -3.245 1.452 -2.804 0.0722
H -1.896 0.367 -2.653 0.0762
H -2.828 0.649 -4.214 0.0959
H -1.533 3.096 -2.953 0.1547
H -0.065 1.058 -4.755 0.1291
H 0.686 2.084 -3.453 0.1146
C -3.355 -4.896 -1.708 -0.0049
C -3.740 -3.702 -0.810 -0.2895
C -2.577 -2.696 -0.524 -0.1062
O -3.150 -1.460 -0.851 0.0605
C -4.426 -1.626 -1.210 -0.5365
O -5.142 -0.662 -1.564 0.1148
O -4.737 -2.879 -1.372 0.1407
H -2.410 -5.245 -1.290 0.0768
H -3.184 -4.733 -2.772 0.0773
H -4.126 -5.646 -1.531 0.0869
H -3.981 -4.151 0.153 0.1351
H -1.852 -2.935 -1.301 0.1062
H -2.095 -2.867 0.439 0.1092
C 3.418 -0.488 -5.050 -0.0060
C 2.561 -0.804 -6.286 -0.3265
C 3.294 -1.027 -7.559 -0.0727
O 2.810 -2.307 -7.938 0.0879
C 1.944 -2.841 -7.085 -0.4887
O 1.511 -4.026 -7.090 0.0924
O 1.817 -1.966 -6.070 0.0618
H 2.863 -0.429 -4.114 0.0655
H 3.944 0.457 -5.192 0.0848
H 4.294 -1.104 -4.845 0.0850
H 1.862 0.024 -6.404 0.1515
H 4.374 -1.105 -7.435 0.1405
H 3.071 -0.291 -8.331 0.1454
C 7.374 2.500 -3.318 -0.0047
C 6.427 1.935 -2.283 -0.3431
C 6.096 2.820 -1.142 -0.1664
O 4.789 3.166 -1.264 0.0880
C 4.214 2.429 -2.272 -0.4588
O 3.029 2.321 -2.528 0.1263
O 5.192 1.735 -2.918 0.0753
H 7.402 1.818 -4.168 0.0894
H 8.404 2.607 -2.977 0.0962
H 6.963 3.443 -3.679 0.1021
H 6.789 0.967 -1.936 0.1402
H 6.781 3.668 -1.136 0.1451
H 6.275 2.409 -0.149 0.1234

55
Properties=species:S:1:pos:R:3:lowdin_charge:R:1 method="wB97M-V/def2-TZVPD" spin_multiplicity=1 smiles="O=C1c2ccccc2C(=O)N1C[C@@H]1CCC[N@@H+]1[C@H](c1ccccc1)c1ccc(F)cc1" lumo_ev=-3.213 e_homo_ha=-0.442 de_lowest_kcal_mol=0.00 charge=+1 gap_ha=0.324
O -4.174 -2.047 0.170 0.0830
C -4.328 -2.638 -0.900 -0.3086
C -5.546 -2.877 -1.705 -0.0959
C -6.863 -2.588 -1.384 0.0160
C -7.834 -2.888 -2.340 -0.0396
C -7.476 -3.438 -3.581 -0.0328
C -6.133 -3.707 -3.891 0.0212
C -5.177 -3.424 -2.926 -0.0808
C -3.687 -3.590 -2.963 -0.3245
O -2.962 -3.936 -3.849 0.1538
N -3.277 -3.194 -1.642 0.0515
C -1.836 -3.145 -1.184 -0.0212
C -1.177 -1.760 -1.280 -0.2122
C 0.303 -1.728 -1.580 -0.1038
C 0.617 -0.233 -1.349 -0.1160
C -0.611 0.391 -0.684 -0.0882
N -1.288 -0.792 -0.067 -0.0070
C -0.721 -1.015 1.348 -0.0935
C -1.846 -0.352 2.248 -0.1575
C -2.992 -1.126 2.431 -0.0719
C -4.213 -0.512 2.688 -0.0668
C -4.257 0.863 2.930 -0.0662
C -3.060 1.565 3.069 -0.0596
C -1.830 0.927 2.827 -0.0247
C 0.730 -0.595 1.758 -0.1693
C 1.593 -1.597 2.260 -0.0164
C 2.897 -1.324 2.686 0.0082
C 3.321 -0.008 2.744 -0.2301
F 4.633 0.281 3.076 0.0506
C 2.451 1.033 2.429 0.0266
C 1.162 0.719 1.964 -0.0646
H -7.088 -2.156 -0.411 0.1275
H -8.880 -2.698 -2.128 0.1135
H -8.249 -3.661 -4.314 0.1158
H -5.810 -4.131 -4.835 0.1284
H -1.812 -3.525 -0.142 0.1383
H -1.332 -3.864 -1.854 0.1422
H -1.734 -1.194 -2.062 0.1728
H 0.822 -2.414 -0.887 0.1316
H 0.510 -2.062 -2.615 0.1421
H 1.506 -0.118 -0.721 0.1137
H 0.781 0.286 -2.293 0.1252
H -0.434 1.116 0.104 0.1117
H -1.358 0.750 -1.400 0.1414
H -2.301 -0.714 0.148 0.1583
H -0.788 -2.111 1.357 0.1361
H -2.935 -2.209 2.313 0.1195
H -5.123 -1.097 2.632 0.1110
H -5.220 1.362 3.028 0.1125
H -3.078 2.625 3.317 0.1123
H -0.912 1.435 3.112 0.1019
H 1.267 -2.643 2.311 0.1236
H 3.609 -2.125 2.922 0.1346
H 2.792 2.062 2.481 0.1288
H 0.506 1.566 1.779 0.0974

49
Properties=species:S:1:pos:R:3:lowdin_charge:R:1 method="wB97M-V/def2-TZVPD" spin_multiplicity=1 smiles="NC(N)=O.NC(N)=O.OCCO.OCCO.OCCO.O" lumo_ev=0.409 e_homo_ha=-0.348 de_lowest_kcal_mol=0.00 charge=0 gap_ha=0.363
N -0.945 -1.148 4.359 0.1695
C -0.047 -1.375 3.365 -0.6318
N 0.800 -2.432 3.500 0.1797
O 0.044 -0.619 2.394 0.0009
H -1.346 -0.228 4.362 0.1127
H -1.165 -1.837 5.051 0.0978
H 1.291 -2.708 2.666 0.1201
H 0.674 -3.024 4.300 0.1008
N 2.450 2.028 -3.171 0.1544
C 1.315 1.669 -2.491 -0.6521
N 0.181 1.886 -3.233 0.1649
O 1.332 1.339 -1.316 0.0370
H 3.245 2.192 -2.578 0.1092
H 2.482 2.332 -4.124 0.0948
H -0.743 1.825 -2.846 0.1008
H 0.231 2.196 -4.184 0.0998
O 0.855 -1.665 -4.068 -0.0627
C -0.332 -1.687 -3.288 -0.2475
C -0.074 -1.888 -1.813 -0.2415
O 0.212 -3.247 -1.468 -0.0630
H 1.401 -0.909 -3.842 0.0650
H -0.802 -0.710 -3.474 0.0966
H -1.053 -2.406 -3.680 0.1202
H -0.886 -1.500 -1.187 0.1113
H 0.810 -1.318 -1.522 0.1121
H -0.517 -3.773 -1.813 0.0764
O -3.718 1.483 0.473 -0.0704
C -4.567 1.253 -0.625 -0.2796
C -5.749 2.175 -0.521 -0.2594
O -5.375 3.545 -0.673 -0.0743
H -2.815 1.221 0.221 0.0335
H -4.048 1.474 -1.569 0.1188
H -4.928 0.220 -0.720 0.1160
H -6.241 2.060 0.455 0.1181
H -6.524 1.951 -1.255 0.1164
H -4.605 3.641 -0.098 0.0771
O 2.657 -0.470 1.559 -0.0769
C 3.437 -0.202 2.699 -0.2788
C 4.896 -0.465 2.414 -0.2750
O 5.151 -1.848 2.431 -0.0507
H 1.716 -0.319 1.776 0.0334
H 3.307 0.840 3.016 0.1194
H 3.160 -0.834 3.558 0.1111
H 5.473 0.133 3.131 0.1140
H 5.103 -0.020 1.430 0.1204
H 6.073 -2.005 2.211 0.0837
O -1.001 1.037 0.089 -0.0552
H -0.468 1.494 -0.577 0.0108
H -0.350 0.640 0.679 0.0221

no.,maximum force (Eh/bohr),molar mass (g mol⁻¹)
1,0.0309,90.1
2,0.1622,349.4
3,0.1239,1431.3
4,0.0369,415.5
5,0.0285,324.3